[1]
Here is a cluster of 4 separate species, C2H7NO2 in total from the Open Molecules 2025 dataset. Energies are from ωB97M-V with the def2-TZVPD basis set.

Multiplicity ... 1
Highest occupied orbital energy ... -9.39 eV
Energy relative to the best compared isomer or geometry (same formula, charge and spin) ... 387.8 kJ/mol
E_tot ... -285.5241 Ha
Maximum force ... 3.2 eV Å⁻¹
Total charge ... 0

XYZ file:
```
12
Properties=species:S:1:pos:R:3:lowdin_charge:R:1
C -1.85 0.09 0.78 -0.2034
O -0.90 -0.52 1.30 -0.1158
H -0.28 1.12 -0.64 0.1369
H -1.09 0.99 -0.45 0.0815
H -2.29 0.97 1.27 0.0957
H -2.49 -0.40 0.03 0.0925
N 1.56 -0.89 -0.85 0.1226
C 1.35 0.20 -0.07 -0.5107
O 2.15 1.10 0.07 0.0045
H 1.04 -1.74 -0.69 0.0945
H 2.35 -0.91 -1.47 0.1024
H 0.45 0.00 0.72 0.0992
```


[2]
Here is the molecule C5H8BN from the Open Molecules 2025 dataset. Energies are from ωB97M-V with the def2-TZVPD basis set.

SMILES ... [H]/B=C/C=C\C=N\C
Multiplicity ... 1
Highest occupied orbital energy ... -7.79 eV
Energy relative to the best compared isomer or geometry (same formula, charge and spin) ... 370.0 kJ/mol
E_tot ... -274.7797 Ha
Maximum force ... 4.4 eV Å⁻¹
Total charge ... 0

XYZ file:
```
15
Properties=species:S:1:pos:R:3:lowdin_charge:R:1
H 0.65 -2.75 0.28 0.0014
B 1.27 -1.80 0.15 0.1613
C 2.10 -0.73 -0.17 -0.1388
C 1.89 0.70 0.03 -0.1316
C 0.75 1.49 0.01 -0.1232
C -0.62 1.11 -0.03 -0.2038
N -0.92 -0.13 -0.19 -0.0154
C -2.26 -0.61 0.00 -0.1363
H 3.09 -0.91 -0.46 0.0480
H 2.83 1.32 -0.02 0.1096
H 0.74 2.59 0.26 0.1014
H -1.42 1.86 0.27 0.1336
H -2.75 -0.55 -0.96 0.0743
H -2.24 -1.54 0.38 0.0266
H -3.11 -0.05 0.46 0.0930
```


[3]
Here is a cluster of 11 separate species, C3H30NO10S in total from the Open Molecules 2025 dataset. Energies are from ωB97M-V with the def2-TZVPD basis set.

Multiplicity ... 1
Highest occupied orbital energy ... -11.56 eV
Energy relative to the best compared isomer or geometry (same formula, charge and spin) ... 0.0 kJ/mol
E_tot ... -1337.4298 Ha
Maximum force ... 2.3 eV Å⁻¹
Total charge ... +1

XYZ file:
```
45
Properties=species:S:1:pos:R:3:lowdin_charge:R:1
C 0.00 1.53 -0.79 -0.1885
C -1.44 1.80 -0.32 -0.2997
C -2.28 2.38 -1.44 -0.5091
S -4.06 2.11 -0.89 0.7025
N 0.91 1.39 0.37 0.1545
H 0.16 0.64 -1.41 0.0924
H 0.37 2.30 -1.48 0.1284
H -1.48 2.47 0.54 0.1175
H -1.66 0.80 0.08 0.0842
H -2.12 1.93 -2.43 0.0808
H -2.00 3.43 -1.55 0.0848
H -3.78 2.89 0.16 -0.1404
H 1.74 0.86 0.03 0.0873
H 1.29 2.32 0.65 0.1306
H 0.50 0.98 1.23 0.0976
H 4.41 0.00 0.65 0.0785
H 3.54 -1.08 0.61 0.0513
O 3.50 -0.12 0.32 -0.0795
H -0.56 -3.29 1.74 0.0150
H -1.12 -3.33 3.20 0.0751
O -1.06 -2.78 2.42 -0.0421
H 2.32 0.60 -2.80 0.0702
H 3.11 0.85 -1.43 0.0337
O 2.36 1.12 -1.99 -0.0662
H 1.13 -3.50 0.21 0.0254
H 0.65 -4.87 0.03 0.0813
O 0.32 -4.02 0.39 -0.0578
H -3.69 0.39 1.86 0.0525
H -2.96 -0.81 2.33 0.0541
O -2.81 0.12 2.16 -0.0636
H 3.93 -3.33 -0.09 0.0803
H 2.83 -2.48 -0.79 0.0089
O 3.14 -2.80 0.07 -0.0492
H 3.17 3.65 1.58 0.0661
H 2.87 3.22 2.91 0.0691
O 2.60 2.98 2.00 -0.0545
H -0.95 0.08 2.44 0.0273
H -0.39 -1.31 2.13 0.0046
O -0.16 -0.35 2.09 -0.0861
H 0.81 -1.57 -2.39 0.0244
H 1.53 -0.99 -1.10 0.0078
O 1.63 -1.59 -1.84 -0.0667
H -1.17 -1.63 -1.84 0.0667
H -1.12 -2.57 -2.95 0.0875
O -0.85 -1.65 -2.76 -0.0371
```


[4]
Here is the molecule C16H24NO2 from the Open Molecules 2025 dataset. Energies are from ωB97M-V with the def2-TZVPD basis set.

Multiplicity ... 2
⟨S²⟩ ... 0.754
Highest occupied orbital energy (spin up / spin down) ... -8.63 / -8.71 eV
E_tot ... -829.0003 Ha
Maximum force ... 4.8 eV Å⁻¹
Total charge ... 0

XYZ file:
```
43
Properties=species:S:1:pos:R:3:lowdin_charge:R:1
C -3.48 -2.09 1.32 -0.0681
C -2.42 -1.20 0.45 -0.4350
C -3.07 0.27 0.36 -0.0475
C -1.10 -1.10 1.35 -0.0954
C 0.05 -0.41 0.44 -0.2453
C 1.37 -0.07 1.28 -0.1426
O 1.13 1.24 1.92 -0.1451
C 2.15 2.09 1.40 -0.2282
C 2.00 2.66 -0.05 0.0085
C 3.19 3.54 -0.56 -0.0685
C 4.44 3.85 0.29 -0.0904
C 4.54 3.31 1.74 -0.0720
C 3.39 2.43 2.29 0.0051
C 0.32 -1.48 -0.77 -0.0947
C -1.04 -1.53 -1.62 -0.4398
C -1.14 -0.18 -2.48 -0.0413
C -0.82 -2.72 -2.71 -0.0683
N -2.26 -1.90 -0.85 -0.1194
O -2.47 -3.19 -0.79 -0.0318
H -3.68 -1.45 2.26 0.0874
H -4.45 -2.28 0.75 0.0935
H -2.99 -3.05 1.73 0.0892
H -2.35 1.12 0.62 0.0857
H -3.93 0.35 1.13 0.0844
H -3.57 0.42 -0.66 0.0879
H -1.22 -0.47 2.30 0.1382
H -0.71 -2.14 1.66 0.1317
H -0.34 0.60 0.04 0.1222
H 1.59 -0.83 2.12 0.1437
H 2.28 -0.01 0.59 0.1275
H 1.08 2.42 -0.67 0.0941
H 3.12 3.94 -1.63 0.0835
H 5.28 4.48 -0.18 0.0879
H 5.42 3.52 2.43 0.0891
H 3.44 2.02 3.35 0.0985
H 0.47 -2.51 -0.29 0.1297
H 1.26 -1.23 -1.37 0.1271
H -1.86 0.61 -2.07 0.0679
H -1.37 -0.42 -3.58 0.0905
H -0.08 0.29 -2.50 0.0904
H -1.77 -2.87 -3.34 0.0921
H -0.01 -2.35 -3.45 0.0922
H -0.41 -3.68 -2.25 0.0852
```


[5]
Here is a structure of composition C36H103BHgN9O9 from the Open Molecules 2025 dataset. Energies are from ωB97M-V with the def2-TZVPD basis set.

Multiplicity ... 1
Highest occupied orbital energy ... -10.30 eV
Energy relative to the best compared isomer or geometry (same formula, charge and spin) ... 211.9 kJ/mol
E_tot ... -2780.9909 Ha
Maximum force ... 4.7 eV Å⁻¹
Total charge ... +1

XYZ file:
```
159
Properties=species:S:1:pos:R:3:lowdin_charge:R:1
Hg -1.10 1.21 0.80 1.1504
B -0.46 -0.93 0.19 -0.5097
H -0.02 -1.84 -0.21 -0.0134
H -1.26 -1.11 0.88 -0.0485
H 0.33 -0.45 0.75 -0.0417
H -0.78 -0.25 -0.58 -0.0338
C 3.17 1.86 4.12 -0.0307
C 2.38 3.14 4.51 -0.3750
C 3.13 4.38 4.10 -0.2416
O 4.21 4.55 5.00 -0.1626
C 5.18 5.50 4.50 -0.0783
N 1.05 2.98 3.92 0.0230
H 4.13 1.72 4.62 0.0793
H 3.35 1.61 3.07 0.0705
H 2.56 1.06 4.53 0.0645
H 2.26 3.31 5.58 0.1396
H 2.47 5.25 4.15 0.1190
H 3.29 4.44 3.02 0.1088
H 6.09 5.46 5.09 0.0852
H 4.89 6.54 4.66 0.0869
H 5.44 5.22 3.48 0.0867
H 0.69 3.90 3.68 0.0765
H 0.34 2.62 4.54 0.0337
C -4.86 2.27 -5.04 -0.0629
C -3.48 2.29 -5.75 -0.4494
C -2.88 0.87 -6.07 -0.1207
O -3.82 0.14 -6.98 -0.1958
C -3.47 -1.19 -7.27 -0.1095
N -3.61 3.00 -6.97 0.0217
H -5.75 2.12 -5.65 0.0790
H -5.05 3.27 -4.65 0.0687
H -4.87 1.51 -4.25 0.0631
H -2.77 2.95 -5.25 0.1187
H -2.76 0.36 -5.11 0.1013
H -1.89 1.07 -6.49 0.1075
H -2.99 -1.63 -6.40 0.0658
H -2.72 -1.08 -8.06 0.0879
H -4.28 -1.82 -7.62 0.0900
H -4.20 2.44 -7.56 0.0717
H -4.24 3.76 -6.75 0.0692
C -2.19 -3.93 -1.66 -0.0620
C -2.24 -4.75 -0.35 -0.4022
C -1.04 -5.66 -0.16 -0.2009
O 0.23 -5.04 -0.02 -0.2091
C 1.38 -5.86 -0.13 -0.0860
N -2.26 -3.77 0.67 0.0502
H -1.77 -4.55 -2.46 0.0599
H -1.56 -3.04 -1.58 0.0571
H -3.16 -3.78 -2.13 0.0818
H -3.19 -5.28 -0.41 0.1325
H -1.01 -6.48 -0.88 0.1226
H -1.22 -6.27 0.73 0.1202
H 1.23 -6.82 0.38 0.0851
H 2.26 -5.47 0.38 0.0749
H 1.53 -6.01 -1.20 0.0866
H -1.44 -3.82 1.26 0.0626
H -2.30 -2.79 0.44 0.0110
C 1.04 -4.14 3.95 -0.0370
C 1.91 -2.94 3.55 -0.4193
C 3.21 -3.12 2.84 -0.2255
O 3.82 -1.87 2.77 -0.1869
C 5.23 -1.94 2.61 -0.0953
N 1.00 -2.11 2.77 0.0605
H 0.16 -3.73 4.46 0.0677
H 1.49 -4.73 4.75 0.0766
H 0.56 -4.74 3.18 0.0744
H 2.19 -2.27 4.36 0.1400
H 3.06 -3.61 1.88 0.1289
H 3.70 -3.82 3.53 0.1334
H 5.45 -2.43 1.66 0.0767
H 5.86 -2.45 3.33 0.0899
H 5.60 -0.92 2.63 0.0868
H 1.65 -1.40 2.47 0.0583
H 0.73 -2.64 1.95 0.0650
C 4.58 -1.44 -1.08 -0.0751
C 3.15 -1.10 -0.71 -0.3802
C 2.66 0.34 -1.20 -0.1510
O 2.99 1.45 -0.37 -0.2632
C 4.39 1.61 -0.28 -0.0745
N 2.27 -2.19 -1.18 0.0722
H 5.40 -0.86 -0.64 0.0649
H 4.80 -1.82 -2.08 0.0839
H 4.83 -2.36 -0.56 0.0577
H 3.08 -1.04 0.38 0.1209
H 1.57 0.27 -1.20 0.0960
H 3.02 0.58 -2.20 0.1256
H 4.81 0.96 0.49 0.0829
H 4.53 2.64 0.05 0.0884
H 4.79 1.43 -1.28 0.1000
H 2.10 -2.14 -2.18 0.0404
H 1.36 -1.83 -0.94 -0.0115
C 1.86 4.53 -0.25 -0.0539
C 0.64 3.67 -0.12 -0.3774
C -0.01 3.24 -1.52 -0.1262
O -1.05 2.33 -1.23 -0.3050
C -1.55 1.66 -2.37 -0.0843
N 0.89 2.54 0.80 0.0373
H 1.89 5.43 -0.85 0.0908
H 2.59 3.96 -0.84 0.0699
H 2.34 4.66 0.72 0.0746
H -0.08 4.33 0.36 0.1116
H 0.70 2.75 -2.18 0.1328
H -0.46 4.15 -1.91 0.1346
H -2.24 0.87 -2.08 0.0849
H -0.85 1.17 -3.05 0.0922
H -2.03 2.37 -3.06 0.0850
H 1.10 2.94 1.70 0.0440
H 1.79 2.13 0.58 0.0432
C -4.44 3.97 2.18 -0.0235
C -3.57 2.77 1.88 -0.3991
C -4.07 1.77 0.81 -0.1522
O -3.27 0.58 0.58 -0.3049
C -3.99 -0.45 -0.03 -0.0867
N -2.23 3.17 1.48 0.0201
H -5.45 3.78 1.82 0.0891
H -4.11 4.90 1.72 0.0842
H -4.40 4.23 3.24 0.0885
H -3.57 2.00 2.65 0.1226
H -4.12 2.18 -0.20 0.1336
H -5.10 1.53 1.05 0.1330
H -4.81 -0.80 0.60 0.1104
H -3.34 -1.28 -0.31 0.0737
H -4.43 -0.24 -1.00 0.0979
H -1.81 3.64 2.27 0.0970
H -2.31 3.92 0.81 0.0928
C -2.20 -0.86 3.58 -0.0295
C -1.61 0.52 3.97 -0.3974
C -1.14 0.44 5.38 -0.2421
O -0.54 1.63 5.68 -0.2280
C -0.65 1.89 7.08 -0.0476
N -0.58 0.79 2.99 0.0277
H -1.59 -1.77 3.58 0.0781
H -2.62 -0.82 2.58 0.0526
H -3.05 -1.04 4.25 0.0852
H -2.36 1.31 3.97 0.1209
H -0.31 -0.25 5.49 0.1519
H -2.06 0.21 5.93 0.1422
H -1.54 2.51 7.18 0.0979
H 0.17 2.54 7.38 0.0873
H -0.59 1.04 7.77 0.1014
H -0.23 -0.16 3.02 0.0456
H 0.23 1.23 3.41 0.0461
C -0.76 -3.68 -5.30 -0.0560
C 0.42 -2.97 -4.68 -0.4294
C 0.08 -1.48 -4.55 -0.2373
O -0.30 -0.72 -5.64 -0.2129
C 0.66 -0.76 -6.69 -0.0662
N 0.59 -3.61 -3.39 0.0421
H -1.63 -3.36 -4.73 0.0756
H -0.65 -4.77 -5.27 0.0850
H -0.94 -3.29 -6.30 0.0705
H 1.39 -3.14 -5.16 0.1364
H 1.05 -1.07 -4.24 0.1149
H -0.68 -1.37 -3.78 0.1274
H 0.87 -1.80 -6.92 0.0879
H 1.58 -0.23 -6.47 0.0922
H 0.13 -0.16 -7.43 0.0941
H 0.49 -4.61 -3.45 0.0739
H -0.09 -3.42 -2.67 0.0282
```


[6]
Here is a structure of composition C18H23N3O5 from the Open Molecules 2025 dataset. Energies are from ωB97M-V with the def2-TZVPD basis set.

Multiplicity ... 1
Highest occupied orbital energy ... -7.88 eV
Energy relative to the best compared isomer or geometry (same formula, charge and spin) ... 312.6 kJ/mol
E_tot ... -1240.1287 Ha
Maximum force ... 2.1 eV Å⁻¹
Total charge ... 0

XYZ file:
```
49
Properties=species:S:1:pos:R:3:lowdin_charge:R:1
C -5.82 1.44 1.35 -0.0607
O -5.17 0.27 1.90 -0.0924
C -3.91 -0.04 1.50 -0.2631
C -3.31 -1.23 1.99 0.0058
C -2.01 -1.56 1.63 -0.0070
C -1.30 -0.75 0.72 -0.2090
C 0.10 -1.07 0.21 -0.0308
C 1.22 -0.31 0.75 -0.0765
C 2.51 -0.98 0.78 -0.3903
O 2.70 -2.12 0.32 0.0095
N 3.60 -0.31 1.36 0.0106
C 4.88 -0.97 1.34 -0.0264
C 3.61 1.06 1.67 -0.4175
O 4.62 1.69 1.96 0.0617
N 2.36 1.67 1.63 0.0049
C 2.37 3.04 2.09 -0.0303
C 1.13 0.95 1.50 -0.3452
O 0.11 1.44 2.00 0.0490
C -1.87 0.44 0.31 -0.0776
C -3.19 0.77 0.60 -0.0035
H -6.79 1.48 1.86 0.0907
H -5.24 2.35 1.57 0.0936
H -5.96 1.34 0.27 0.0939
H -3.90 -1.83 2.68 0.1155
H -1.55 -2.44 2.08 0.1187
H 0.31 -2.14 0.24 0.1257
H 5.62 -0.24 1.68 0.0839
H 4.86 -1.84 2.00 0.0979
H 5.10 -1.29 0.32 0.0940
H 1.37 3.47 1.98 0.0868
H 2.70 3.10 3.13 0.1005
H 3.09 3.59 1.48 0.0919
H -1.26 1.15 -0.27 0.1315
H -3.61 1.67 0.16 0.1044
C 1.28 -0.25 -3.79 -0.1859
C 1.46 -0.69 -2.34 -0.0930
N 0.21 -1.25 -1.66 0.0115
C -1.12 -1.22 -2.43 -0.1007
C -1.03 -0.57 -3.79 -0.1858
O 0.20 -0.93 -4.43 -0.1314
H 1.17 0.85 -3.83 0.1297
H 2.17 -0.57 -4.36 0.1333
H 2.19 -1.51 -2.30 0.1275
H 1.85 0.13 -1.72 0.1186
H 0.42 -2.26 -1.67 0.1363
H -1.39 -2.28 -2.54 0.1336
H -1.87 -0.76 -1.80 0.0982
H -1.80 -1.02 -4.43 0.1341
H -1.16 0.53 -3.70 0.1342
```


[7]
Here is a cluster of 2 separate species, C3H9N4 in total from the Open Molecules 2025 dataset. Energies are from ωB97M-V with the def2-TZVPD basis set.

Multiplicity ... 1
Highest occupied orbital energy ... -13.41 eV
Energy relative to the best compared isomer or geometry (same formula, charge and spin) ... 245.3 kJ/mol
E_tot ... -338.4274 Ha
Maximum force ... 2.1 eV Å⁻¹
Total charge ... +1

XYZ file:
```
16
Properties=species:S:1:pos:R:3:lowdin_charge:R:1
C 0.15 0.36 1.44 -0.2144
C -1.06 0.19 -1.23 -0.1780
C -0.26 1.09 -1.99 -0.0184
N 0.86 0.08 2.52 0.1591
N -2.10 -0.37 -1.22 0.2754
N 0.18 -0.32 0.35 -0.0980
N 0.94 -1.49 0.31 0.0513
H -0.46 1.25 1.45 0.1447
H 0.64 0.58 -2.36 0.1090
H 0.07 1.93 -1.38 0.1017
H -0.83 1.46 -2.84 0.1153
H 0.77 0.61 3.37 0.1233
H -2.57 -1.03 -0.62 0.1211
H 0.45 -2.21 -0.21 0.0945
H 1.37 -0.80 2.54 0.1101
H 1.85 -1.33 -0.12 0.1032
```


[8]
Here is a cluster of 4 separate species, C24H37ClF9NO12P in total from the Open Molecules 2025 dataset. Energies are from ωB97M-V with the def2-TZVPD basis set.

Multiplicity ... 1
Highest occupied orbital energy ... -4.27 eV
E_tot ... -3594.7112 Ha
Maximum force ... 6.5 eV Å⁻¹
Total charge ... -1

XYZ file:
```
85
Properties=species:S:1:pos:R:3:lowdin_charge:R:1
C 3.52 -2.81 0.13 -0.0097
C 4.49 -1.60 -0.32 -0.4116
O 4.58 -0.58 0.40 0.0541
O 5.16 -1.76 -1.57 -0.0630
C 5.03 -0.55 -2.38 -0.1951
C 3.56 -0.33 -2.98 -0.1524
C 3.28 -1.53 -4.02 -0.1845
C 2.11 -2.49 -3.43 -0.2086
C 0.64 -2.03 -3.86 -0.1482
C -0.54 -2.75 -3.00 -0.2917
C -1.92 -2.20 -3.59 -0.5543
O -3.04 -2.82 -3.45 -0.1117
O -1.96 -1.02 -4.32 -0.2168
N -0.33 -2.62 -1.53 -0.2784
C -1.46 -2.06 -0.75 -0.2718
C -1.56 -0.43 -0.79 -0.6118
C -0.33 0.27 -1.52 -0.1381
Cl -3.20 0.13 -1.46 0.5197
P -0.09 -4.31 -0.96 0.9291
O 1.26 -5.03 -1.75 -0.3322
O 0.30 -4.34 0.71 -0.3289
H 3.63 -3.72 -0.57 0.0861
H 3.73 -3.14 1.20 0.0911
H 2.45 -2.39 -0.02 0.0798
H 5.39 0.39 -1.81 0.1282
H 5.74 -0.70 -3.27 0.1097
H 2.79 -0.43 -2.13 0.0936
H 3.40 0.69 -3.46 0.1211
H 3.00 -1.10 -5.05 0.1115
H 4.27 -2.09 -4.17 0.1014
H 2.26 -2.60 -2.30 0.0627
H 2.30 -3.53 -3.88 0.1078
H 0.49 -2.42 -4.94 0.1282
H 0.53 -0.89 -3.90 0.0948
H -0.47 -3.87 -3.29 0.1209
H -2.48 -2.57 -0.93 0.1140
H -1.22 -2.29 0.36 0.1045
H -1.56 -0.04 0.30 0.0900
H -0.60 0.47 -2.62 0.0721
H 0.68 -0.25 -1.38 0.0582
H -0.22 1.32 -1.04 0.0781
H 1.80 -5.55 -1.11 0.0499
H 1.06 -3.76 0.94 0.0206
C -7.87 1.41 -0.83 -0.0595
C -6.82 2.47 -0.58 -0.1944
O -7.21 3.32 0.52 0.0198
C -6.98 2.82 1.75 -0.3733
O -6.50 1.74 1.97 0.1723
C -7.39 3.83 2.82 -0.5042
F -8.60 4.38 2.58 0.1520
F -6.52 4.86 2.90 0.1532
F -7.45 3.29 4.05 0.1407
H -8.86 1.86 -0.97 0.0793
H -7.62 0.82 -1.71 0.0885
H -7.96 0.73 0.02 0.0765
H -6.75 3.12 -1.46 0.1274
H -5.84 2.04 -0.41 0.1154
C -8.09 4.65 6.88 -0.0577
C -6.58 4.69 6.98 -0.1992
O -6.16 5.46 8.12 0.0232
C -6.22 4.83 9.31 -0.3713
O -6.60 3.70 9.46 0.1646
C -5.71 5.74 10.42 -0.5135
F -6.22 6.98 10.35 0.1517
F -4.37 5.88 10.38 0.1558
F -6.00 5.27 11.65 0.1549
H -8.50 5.67 6.87 0.0857
H -8.40 4.14 5.97 0.0633
H -8.53 4.14 7.74 0.0782
H -6.16 5.19 6.10 0.1240
H -6.15 3.69 7.01 0.1300
C 10.44 -3.88 -2.54 -0.0626
C 11.16 -2.75 -3.25 -0.2075
O 10.22 -1.85 -3.86 0.0208
C 9.64 -0.95 -3.04 -0.3644
O 9.85 -0.88 -1.86 0.1681
C 8.70 -0.04 -3.82 -0.5115
F 7.91 -0.72 -4.67 0.1514
F 9.39 0.85 -4.57 0.1559
F 7.89 0.68 -3.03 0.1553
H 9.77 -4.39 -3.23 0.0847
H 11.16 -4.60 -2.14 0.0811
H 9.83 -3.50 -1.71 0.0782
H 11.78 -3.15 -4.05 0.1240
H 11.83 -2.20 -2.57 0.1249
```